Entry 1:
C30H29AuF15GeN7O3S | ωB97M-V/def2-TZVPD

## Properties
Spin multiplicity = 3
E_LUMO (alpha / beta) = -5.13 / -6.52 eV
Charge = +2
Expectation value of S² = 2.01

Atoms and positions in Å:
Au 0.281 0.637 -0.843
N 0.529 3.191 -0.923
C -0.159 4.236 -0.157
C 0.361 5.653 -0.414
C 1.777 5.960 0.062
C 1.920 6.224 1.556
N 1.915 5.032 2.417
C 2.994 4.302 2.695
N 4.147 4.529 2.069
N 2.923 3.324 3.598
C -1.651 4.263 -0.554
O -2.479 4.912 -0.032
O -1.838 1.871 0.805
H 1.525 3.247 -0.731
H 0.401 3.382 -1.914
H -0.138 3.967 0.900
H -0.334 6.362 0.043
H 0.307 5.836 -1.491
H 2.093 6.882 -0.433
H 2.491 5.197 -0.267
H 1.104 6.853 1.913
H 2.827 6.794 1.770
H 1.088 4.845 2.962
H 4.251 5.301 1.434
H 4.984 4.037 2.334
H 2.095 3.191 4.154
H 3.736 2.791 3.854
O -1.506 -0.472 -0.286
C -2.689 -0.043 -0.328
C -2.979 1.382 0.112
C -4.266 1.523 0.915
C -5.497 1.674 0.022
C -5.500 0.728 -1.175
C -5.095 -0.693 -0.831
N -3.642 -0.879 -0.688
H -3.039 1.993 -0.792
H -1.751 1.376 1.630
H -4.156 2.405 1.547
H -4.373 0.664 1.584
H -5.559 2.703 -0.335
H -6.388 1.502 0.627
H -4.847 1.092 -1.973
H -6.500 0.697 -1.610
H -5.385 -1.372 -1.632
H -5.589 -1.041 0.079
H -3.280 -1.786 -0.959
N 3.202 1.358 -0.036
N 2.452 0.941 -1.191
H 4.182 1.117 -0.188
H 2.887 0.770 0.732
H 2.713 0.013 -1.533
H 2.621 1.609 -1.936
F -2.212 -3.283 -1.865
C -1.511 -4.255 -2.490
C -0.154 -4.378 -2.254
C 0.495 -5.376 -2.957
F 1.814 -5.556 -2.823
C -0.168 -6.229 -3.829
F 0.492 -7.174 -4.479
C -1.533 -6.079 -4.022
F -2.182 -6.880 -4.847
C -2.217 -5.077 -3.345
F -3.523 -4.915 -3.525
Ge 0.723 -3.092 -1.100
S 0.662 -1.251 -2.334
C 2.507 -3.689 -0.595
C 2.629 -4.978 -0.104
F 1.534 -5.748 -0.010
C 3.832 -5.526 0.308
F 3.896 -6.765 0.766
C 4.981 -4.748 0.242
F 6.141 -5.240 0.636
C 4.899 -3.445 -0.226
F 5.986 -2.681 -0.269
C 3.672 -2.948 -0.629
F 3.669 -1.655 -1.042
C -0.129 -2.872 0.638
C 0.352 -1.874 1.466
F 1.334 -1.039 1.025
C -0.108 -1.649 2.747
F 0.372 -0.640 3.481
C -1.092 -2.484 3.259
F -1.557 -2.287 4.483
C -1.579 -3.520 2.481
F -2.509 -4.327 2.966
C -1.089 -3.699 1.190
F -1.591 -4.721 0.499

---

Entry 2:
C30H29BrN6O11S2Sr | ωB97M-V/def2-TZVPD

## Properties
Spin multiplicity = 1
E_LUMO = 3.73 eV
Charge = -2

Atoms and positions in Å:
Sr 0.023 0.376 -0.019
O 0.666 -4.569 -3.465
C 0.856 -3.503 -2.631
C 1.360 -2.296 -3.119
C 1.511 -1.254 -2.232
N 1.220 -1.408 -0.940
C 0.729 -2.563 -0.470
C 0.538 -3.655 -1.289
C 0.386 -2.533 1.040
O 0.557 -3.565 1.677
O 0.002 -1.383 1.459
C 1.966 0.167 -2.637
O 2.580 0.292 -3.703
O 1.658 1.080 -1.802
H 0.800 -4.266 -4.369
H 1.607 -2.156 -4.165
H 0.108 -4.568 -0.903
C 4.149 0.258 0.273
C 3.321 0.807 1.384
N 2.033 1.053 1.327
C 1.662 1.543 2.557
C 2.760 1.603 3.373
N 3.797 1.129 2.610
C 3.030 2.050 4.760
O 2.018 2.522 5.437
O 4.164 1.979 5.204
C 0.227 1.937 2.826
O -0.019 2.470 3.936
O -0.608 1.739 1.908
H 3.799 0.687 -0.666
H 4.015 -0.824 0.209
H 5.206 0.483 0.423
H 4.737 1.046 2.961
H 1.149 2.511 4.862
N 0.291 3.046 -4.304
C -0.200 2.541 -5.514
C -0.049 3.261 -6.688
C -0.532 2.762 -7.893
C -1.198 1.550 -7.921
C -1.374 0.838 -6.735
C -0.865 1.312 -5.538
S -1.074 0.400 -4.037
N -0.898 1.612 -2.873
C -0.211 2.649 -3.080
C 0.103 3.531 -1.900
C 1.259 4.296 -1.871
C 1.547 5.019 -0.725
C 0.669 4.966 0.343
C -0.454 4.162 0.225
N -0.739 3.462 -0.875
H 0.804 3.907 -4.346
H 0.481 4.209 -6.664
H -0.378 3.325 -8.805
H -1.578 1.150 -8.852
H -1.892 -0.116 -6.741
H 1.960 4.274 -2.696
H 2.455 5.607 -0.664
H 0.859 5.512 1.257
H -1.154 4.058 1.045
C -3.164 -0.616 2.414
O -3.289 0.669 1.793
H -3.200 -0.527 3.505
H -2.238 -1.121 2.133
H -4.004 -1.223 2.082
H -2.445 1.133 1.902
O -1.701 -0.690 -1.266
S -3.204 -0.898 -1.013
C -3.909 -1.407 -2.611
C -4.892 -0.348 -3.104
C -4.344 1.008 -2.668
C -3.880 0.814 -1.235
H -4.357 -2.386 -2.468
H -3.042 -1.508 -3.264
H -5.872 -0.521 -2.647
H -5.018 -0.401 -4.188
H -5.095 1.797 -2.760
H -3.498 1.284 -3.297
H -4.702 0.904 -0.522
H -3.078 1.489 -0.939
Br -3.059 -3.918 -0.616

---

Entry 3:
C30H29ClN7O10SW | ωB97M-V/def2-TZVPD

## Properties
Spin multiplicity = 1
E_LUMO (alpha / beta) = 1.98 / 2.05 eV
Charge = -1

Atoms and positions in Å:
W -0.404 0.206 -2.006
C -3.909 -1.674 -1.805
C -3.511 -0.684 -2.835
N -2.341 -0.087 -3.023
C -2.432 0.620 -4.194
C -3.675 0.481 -4.721
N -4.334 -0.342 -3.845
C -4.336 0.994 -5.938
O -3.605 1.753 -6.724
O -5.497 0.720 -6.156
C -1.202 1.256 -4.692
O -1.203 1.900 -5.746
O -0.193 1.005 -3.955
H -3.188 -1.685 -0.998
H -3.942 -2.665 -2.263
H -4.889 -1.419 -1.404
H -5.286 -0.644 -3.979
H -2.654 1.857 -6.379
O 0.900 -0.293 -0.453
N 2.091 -0.711 -0.705
N 2.342 -0.640 -1.945
O 1.419 -0.259 -2.787
C 3.628 -0.968 -2.471
C 3.777 -1.011 -3.847
C 5.023 -1.327 -4.368
C 6.092 -1.596 -3.527
C 5.918 -1.546 -2.150
C 4.684 -1.229 -1.609
H 2.929 -0.800 -4.482
H 5.151 -1.364 -5.441
H 7.060 -1.843 -3.942
H 6.749 -1.751 -1.488
H 4.534 -1.181 -0.540
Cl -1.419 2.409 -1.740
S -0.583 -2.279 -2.049
C -0.676 -2.612 -3.703
N -0.771 -2.876 -4.825
C 0.747 -2.452 6.638
C 1.072 -1.907 5.272
C 2.394 -1.842 4.850
C 2.711 -1.363 3.588
C 1.705 -0.911 2.752
C 0.376 -0.957 3.166
N -0.639 -0.494 2.297
C -1.318 0.696 2.539
C -1.109 1.424 3.718
C -1.780 2.613 3.952
C -2.681 3.112 3.023
C -2.904 2.388 1.862
C -2.242 1.196 1.600
C -2.557 0.545 0.275
O -3.669 0.668 -0.198
O -1.580 -0.135 -0.281
C 0.044 -1.481 4.421
C -1.393 -1.597 4.846
H 1.659 -2.638 7.205
H 0.196 -3.393 6.570
H 0.125 -1.759 7.208
H 3.181 -2.179 5.515
H 3.743 -1.329 3.260
H 1.934 -0.532 1.765
H -0.507 -0.684 1.309
H -0.396 1.060 4.446
H -1.588 3.153 4.872
H -3.202 4.043 3.200
H -3.600 2.738 1.111
H -1.669 -0.808 5.552
H -1.578 -2.553 5.337
H -2.053 -1.513 3.986
N 1.455 2.892 1.924
C 0.796 2.595 0.649
C 1.805 2.576 -0.484
O 2.966 3.164 -0.185
O 1.606 2.087 -1.569
H 0.819 3.392 2.532
H 2.877 3.410 0.763
H 1.685 2.029 2.408
H 0.073 3.373 0.404
H 0.246 1.657 0.633

---

The records above yield relative energy (zero: lowest compared OMol25 entry of this formula, charge and spin) values of 24.9; 49.5; 0.2 kcal/mol, respectively.